1.
This record from the OMol25 dataset describes a cluster of 2 separate species, C4H11NO in total at a distorted geometry. The level of theory is ωB97M-V/def2-TZVPD.

```
17
Properties=species:S:1:pos:R:3
H 1.742 -3.572 -0.218
H 0.559 -4.001 -1.286
O -1.518 1.527 -0.311
C 0.802 2.150 -0.041
H -1.258 0.215 1.704
H 1.184 2.719 0.806
C -0.490 1.478 0.333
C 0.144 -2.019 -0.445
H 0.409 0.529 1.994
C 1.059 -3.115 -0.922
H -0.055 -2.123 0.625
H 0.672 2.872 -0.832
H 1.629 -2.796 -1.808
H -0.769 -1.763 -0.974
H 1.567 1.396 -0.190
H 0.730 -1.092 -0.382
N -0.401 0.652 1.419
```

Molecular weight: 89.14 Da
SMILES string: CC(N)=O.CC
HOMO energy: -9.902 eV
Largest force on an atom: 0.0428 Eh/bohr
HOMO-LUMO gap: 0.393 Ha
ΔE to the lowest compared entry with this formula, charge and spin: 9.4 kcal/mol


2.
This record from the OMol25 dataset describes a cluster of 3 separate species, C16H36FN2O6P2 in total at a distorted geometry. The level of theory is ωB97M-V/def2-TZVPD.

```
63
Properties=species:S:1:pos:R:3
H -1.473 6.470 1.378
O -1.697 7.359 3.803
H 1.802 -8.776 0.075
H -0.756 -7.912 0.773
O 1.247 3.110 1.505
H -0.263 -3.072 -2.129
C 0.488 -6.235 0.179
C -1.422 1.316 -2.414
H -1.971 -0.789 0.333
N -0.799 5.753 1.734
H -0.950 7.929 4.099
H 1.604 -6.091 -1.648
H 1.261 6.443 3.964
C 0.358 5.906 -0.454
H -0.750 0.461 0.253
H -2.153 -6.568 -0.836
P -0.976 5.787 3.481
C 0.954 7.542 1.454
C -2.185 0.513 -1.358
H -0.760 -6.563 1.892
H -2.923 -6.710 0.745
H 2.822 -8.351 -1.312
H 0.268 -1.690 -0.173
H -0.129 -6.078 -1.884
H 0.506 3.109 0.847
H 0.369 8.170 0.673
O 1.424 5.898 -1.355
F 3.282 8.316 2.424
H 0.926 4.879 4.376
H 3.389 4.273 -0.057
H 1.863 -9.836 -1.333
H -2.835 1.194 -0.797
H -1.694 -2.927 -1.099
C -0.556 2.420 -1.822
C -0.329 -1.247 -0.978
H 1.363 -6.584 0.738
C -0.770 -6.819 0.826
H 0.636 7.946 2.481
N 0.532 5.844 4.382
H -0.240 -8.525 -1.378
C 0.704 -8.045 -1.657
H -0.069 2.985 -2.621
H -1.575 -1.991 -2.601
C -2.061 -6.292 0.217
P 1.883 4.713 1.597
H 0.379 -0.730 -1.634
H 0.787 -8.142 -2.745
H -1.160 3.120 -1.237
C -1.011 -2.371 -1.747
H -2.149 1.773 -3.093
O 3.099 7.914 0.156
C 2.497 7.917 1.257
H 0.473 -5.145 0.297
O 3.328 4.897 0.708
H -0.804 0.653 -3.029
H -2.113 -5.203 0.296
H -2.855 -0.188 -1.869
C 0.558 6.001 1.179
O -0.829 5.849 -1.001
C 1.866 -8.790 -1.015
C 0.671 -6.556 -1.307
H 0.229 2.016 -1.177
C -1.312 -0.252 -0.360
```

Molecular weight: 433.42 Da
Total charge: -1
HOMO energy: -4.699 eV
Largest force on an atom: 0.1368 Eh/bohr
HOMO-LUMO gap: 0.255 Ha


3.
This record from the OMol25 dataset describes a structure of composition C25H25BeIO7P2Se. The level of theory is ωB97M-V/def2-TZVPD.

```
62
Properties=species:S:1:pos:R:3
I -1.331 1.123 2.704
O -2.818 -1.992 -1.085
C 1.527 1.930 -2.569
C 0.510 3.243 -0.826
C 2.042 0.458 5.167
C 0.834 4.404 -1.509
O -4.427 -1.077 0.697
Be -1.707 0.791 0.286
O -4.078 0.494 -1.610
H -0.350 -1.706 1.386
Se -2.974 1.688 -1.830
C 0.784 -0.993 -1.242
H 5.132 0.467 0.288
H -0.089 0.704 5.193
H -0.861 -3.098 0.412
H 2.366 3.035 -4.197
H 0.247 -2.639 -4.150
H -0.239 -0.496 -3.064
H 5.166 0.341 2.766
C 0.598 -2.465 -3.142
C 1.506 4.330 -2.720
C 0.859 2.005 -1.356
H 0.545 5.363 -1.102
H -0.040 3.304 0.106
C -3.634 -3.161 -1.239
H -3.117 -3.807 -1.945
O -1.579 1.064 -2.416
H 2.991 0.581 -0.874
C 3.031 0.467 2.960
C -1.060 -2.540 1.329
H 1.783 0.970 -2.997
O -2.487 2.030 -0.186
H 1.476 -4.412 -2.935
H 4.127 0.307 4.799
H 1.747 5.235 -3.260
O -2.400 -2.086 1.385
C 4.218 0.488 0.864
C -5.148 0.108 1.057
H 2.247 -3.991 -0.616
C 4.235 0.421 2.221
O -3.519 3.026 -2.532
C 3.137 0.401 4.372
H -0.901 -3.184 2.192
P -2.922 -1.084 0.201
C 1.765 0.584 2.300
C 0.782 0.620 4.561
H -3.767 -3.676 -0.288
C 1.772 0.586 0.862
C 2.982 0.561 0.211
C 1.281 -3.459 -2.460
H -5.156 0.807 0.225
C 1.853 3.094 -3.247
C 0.338 -1.242 -2.540
H 2.121 0.405 6.242
H 1.832 -1.839 0.446
P 0.383 0.566 -0.367
C 1.474 -2.000 -0.563
C 0.652 0.691 3.197
H -4.697 0.562 1.943
H -4.600 -2.865 -1.643
H -6.156 -0.219 1.302
C 1.715 -3.225 -1.163
```

Molecular weight: 714.29 Da
HOMO energy: -8.734 eV
Largest force on an atom: 0.0151 Eh/bohr
HOMO-LUMO gap: 0.298 Ha
ΔE to the lowest compared entry with this formula, charge and spin: 5.9 kcal/mol


4.
This record from the OMol25 dataset describes a cluster of 8 separate species, C19H32N6O14S2 in total at a distorted geometry. The level of theory is ωB97M-V/def2-TZVPD.

```
73
Properties=species:S:1:pos:R:3
H -0.761 -5.251 -0.628
H -3.266 0.576 -6.827
O 0.758 -1.089 -7.483
N -3.067 -3.889 8.022
H 1.068 0.944 -0.353
H -1.511 2.206 -7.574
C -4.665 4.039 -2.582
C -3.098 -4.071 6.573
O 6.716 -5.533 1.391
H -6.977 -1.427 2.358
H 8.402 -1.502 2.419
O 2.162 1.006 2.234
N -2.130 -3.848 -1.515
S 6.714 -4.150 1.881
H 6.741 -2.032 3.691
H -7.571 -0.141 6.263
H -4.637 3.323 -1.774
H 7.932 1.073 -1.921
O 5.544 -3.258 1.660
C 6.490 2.711 -1.254
C -5.868 0.353 4.791
H 9.191 3.065 -3.097
C -6.752 -0.902 3.274
N 1.111 0.744 1.762
O -2.510 -2.881 8.491
H -2.486 0.466 -5.198
C -1.415 1.693 -6.617
O -3.674 -4.668 8.723
H -6.119 5.244 -5.218
C 8.496 -2.564 2.646
O 8.151 -3.434 1.644
C -7.052 -0.145 5.315
O -0.131 1.165 -6.604
H 8.013 -2.955 4.730
N -5.599 5.074 -4.369
H -0.530 -3.519 -0.159
H -3.212 -5.145 6.425
H -6.387 3.230 -3.821
H 5.827 4.833 -1.400
O 0.294 -0.048 2.163
O 7.002 -4.029 3.521
H -1.914 -4.386 0.471
H -4.318 6.743 -4.462
N -7.693 -0.720 4.267
C -5.626 3.952 -3.565
C -4.163 5.280 -2.709
H -4.705 -0.027 3.002
C 8.261 3.074 -2.548
H -1.645 2.383 -5.804
S -0.008 -0.427 -6.415
C -5.647 -0.158 3.515
H -8.523 -1.290 4.200
O -2.200 -4.623 -2.495
C 7.612 2.102 -1.846
H -5.138 0.889 5.379
H 5.720 2.215 -0.682
C -2.328 0.506 -6.276
H -3.469 5.711 -2.003
C 6.484 3.999 -1.598
N 7.579 4.231 -2.345
C -4.573 5.857 -3.900
O -1.663 -0.637 -6.630
O 0.330 -0.703 -5.025
H -3.961 -3.511 6.213
C 0.702 1.457 0.536
H -0.367 1.670 0.568
H 7.797 5.117 -2.778
O -2.644 -2.755 -1.524
H -2.184 -3.727 6.089
C -1.248 -4.306 -0.388
C 7.533 -2.778 3.768
H 9.553 -2.799 2.774
H 1.249 2.396 0.627
```

Molecular weight: 632.63 Da
SMILES string: C[N+](=O)[O-].C[N+](=O)[O-].C[N+](=O)[O-].O=S1(=O)OCCO1.O=S1(=O)OCCO1.c1cc[nH]c1.c1cc[nH]c1.c1cc[nH]c1
HOMO energy: -8.272 eV
Largest force on an atom: 0.0847 Eh/bohr
HOMO-LUMO gap: 0.310 Ha


5.
This record from the OMol25 dataset describes a structure of composition C10H16N3O9V at a distorted geometry. The level of theory is ωB97M-V/def2-TZVPD.

```
39
Properties=species:S:1:pos:R:3
H 0.185 -0.604 -1.211
H 4.059 3.548 3.556
V -3.348 -3.746 2.794
C -0.350 -1.401 -1.727
C 2.855 2.059 4.527
H 4.568 2.475 -1.923
O -4.763 -4.011 2.079
H 6.051 3.065 -2.920
C 2.002 4.171 6.168
O -6.614 -4.215 -8.208
O 3.278 3.030 -4.178
C 1.563 2.858 6.396
H 0.758 2.705 7.100
N -6.399 -5.364 -7.714
H 2.998 5.390 4.758
N 1.766 0.425 5.914
H 0.277 -1.664 -2.579
C -1.774 -0.930 -2.073
H 4.851 1.663 -3.428
C 5.075 2.580 -2.882
H -6.923 -4.629 -5.887
H -2.300 -1.616 -2.736
H -6.774 -6.528 -5.984
O 4.323 4.705 -3.217
O -0.425 -2.384 -0.662
N 4.130 3.524 -3.467
C 3.319 3.378 4.324
H 1.536 4.964 6.735
H -1.639 0.091 -2.431
O 1.989 -0.505 5.127
H -2.367 -0.799 -1.169
C -6.418 -5.530 -6.235
H -5.385 -5.387 -5.917
C 2.062 1.814 5.616
H 3.256 1.290 3.883
O -6.176 -6.353 -8.428
O -3.471 -2.574 3.834
O 1.325 0.123 7.029
C 2.902 4.382 5.135
```

Molecular weight: 373.19 Da
HOMO energy: -7.098 eV
Largest force on an atom: 0.0755 Eh/bohr
HOMO-LUMO gap: 0.116 Ha
ΔE to the lowest compared entry with this formula, charge and spin: 149.9 kcal/mol


6.
This record from the OMol25 dataset describes a structure of composition C27H27F2N5O2 at a distorted geometry. The level of theory is ωB97M-V/def2-TZVPD.

```
63
Properties=species:S:1:pos:R:3
H 7.428 -1.828 1.798
H 3.352 -1.193 0.437
H 5.742 1.835 1.146
N 3.858 1.479 0.888
C 5.354 -0.137 1.791
C -5.730 0.920 -0.769
H -3.886 1.118 1.169
C 6.731 -0.951 -1.493
H 8.162 -1.278 -2.978
C 3.778 0.693 -0.394
H -2.461 0.007 0.497
C 0.583 0.878 0.653
C 4.889 1.242 1.563
C 6.493 -1.150 -0.160
H 4.109 -1.110 -1.348
C -7.813 -3.305 0.498
C 8.956 -1.622 -1.182
H 4.397 -0.649 2.638
C -4.337 -0.870 0.217
C -0.286 3.059 -0.498
H -9.994 -3.171 0.711
N -3.328 1.139 -1.148
N -5.882 -0.194 0.067
C -4.532 1.258 -1.554
H -6.659 1.141 -1.475
C 4.011 -0.845 -0.102
C -6.955 -1.075 0.088
H -7.915 -4.199 0.605
H -5.728 1.771 -0.040
F 5.812 -0.483 -2.144
H -4.689 2.121 -2.243
H -4.281 -1.410 1.261
C -8.188 -0.621 0.229
C 1.397 2.132 0.667
O 2.719 2.474 2.688
H 6.169 -0.293 2.495
F -8.127 0.932 0.040
H 4.500 1.008 -0.996
H 4.695 1.846 2.769
N 5.210 -1.052 0.745
H -4.575 0.297 -2.579
C 2.782 1.960 1.493
C 7.590 -1.896 0.600
H 0.832 -0.218 1.078
C -2.352 1.826 -1.379
H -10.188 -0.702 0.487
H 9.894 -2.099 -1.519
C -1.041 2.022 -0.629
C 8.684 -1.927 0.049
H -5.795 -2.821 -0.006
H 1.528 4.044 0.070
N -0.645 0.781 -0.110
C -6.646 -2.572 0.240
H 9.556 -2.455 0.646
H -0.664 3.953 -0.990
C -8.991 -2.681 0.556
C 0.814 3.095 0.203
C -3.433 0.376 0.509
H 2.784 0.647 -1.018
H -4.013 -1.500 -0.863
C 8.036 -1.344 -1.984
C -9.366 -1.182 0.368
O -2.344 2.782 -2.355
```

Molecular weight: 491.54 Da
HOMO energy: -7.985 eV
Largest force on an atom: 0.3010 Eh/bohr
HOMO-LUMO gap: 0.306 Ha
ΔE to the lowest compared entry with this formula, charge and spin: 531.4 kcal/mol